Entry 1:
C17H16Cl2N4O4 | the ωB97M-V functional and the def2-TZVPD basis

Geometry as XYZ:
```
43
Properties=species:S:1:pos:R:3:forces:R:3:mulliken_charge:R:1
C -0.397 1.992 2.389 0.0525 -0.0037 0.0097 -1.37
C 0.612 1.030 1.883 0.2408 -0.4241 -0.2306 0.51
N 1.896 1.244 2.075 -0.0320 0.7122 0.5026 -1.14
N 2.565 0.240 1.504 -0.4940 -0.5522 -0.2111 0.81
C 1.720 -0.632 0.931 -0.4358 0.2720 0.1682 0.25
C 0.418 -0.175 1.146 0.7789 0.0609 0.0525 0.74
C -0.764 -0.820 0.670 -0.5715 -0.1161 -0.0566 -0.33
C -2.036 -0.480 0.936 0.4312 0.0740 0.0364 -0.75
C -3.137 -1.209 0.326 -0.0435 -0.5178 -0.4051 0.44
O -3.053 -2.114 -0.476 0.0321 0.0492 0.2243 -0.67
O -4.325 -0.711 0.745 0.0145 0.1873 0.2113 -0.33
C -5.504 -1.270 0.199 -0.2638 -0.4785 -0.1134 -0.44
C -6.440 -0.189 -0.336 0.4061 -0.2209 0.1545 0.38
O -7.637 -0.282 -0.220 -0.2076 -0.1371 0.0943 -0.61
N -5.865 0.914 -0.902 -0.2242 0.5399 -0.0960 -0.11
C -4.523 1.214 -1.243 -0.2233 -0.1814 -0.1305 0.41
O -4.041 2.283 -0.974 0.1516 0.4217 0.0704 -0.62
N -3.909 0.267 -1.980 0.1991 -0.1795 -0.2521 -0.33
H -4.305 -0.641 -2.147 -0.0104 0.0798 -0.0123 0.26
H -2.935 0.398 -2.195 -0.0233 0.0031 0.1037 0.24
H -6.479 1.721 -0.935 0.1207 -0.1227 0.0178 0.29
H -5.242 -1.997 -0.583 -0.1401 0.1593 0.1454 0.34
H -6.046 -1.800 0.989 0.0613 0.1387 -0.1980 0.36
H -2.316 0.336 1.577 0.0451 0.1425 0.1002 0.43
H -0.599 -1.676 0.025 -0.0896 -0.0723 -0.0650 0.42
Cl 2.257 -2.034 0.130 -0.1681 -0.1459 -0.0080 -0.17
C 4.005 0.212 1.544 0.4343 0.0116 0.0540 -0.94
C 4.620 -0.053 0.194 0.0500 0.1737 -0.0503 0.08
C 5.500 -1.114 0.020 0.0269 0.1516 -0.0401 -0.30
C 6.071 -1.376 -1.212 0.0418 -0.0400 0.0353 -0.72
C 5.763 -0.576 -2.298 -0.0200 -0.0069 0.0223 -0.38
C 4.893 0.489 -2.147 -0.0657 0.0541 0.0182 -0.62
C 4.331 0.749 -0.907 0.1675 -0.1700 -0.0023 0.79
Cl 3.256 2.099 -0.746 0.0147 0.1060 -0.0929 -0.19
H 4.647 1.122 -2.985 -0.0371 0.0787 -0.0629 0.42
H 6.198 -0.778 -3.265 0.0364 -0.0092 -0.0947 0.38
H 6.751 -2.206 -1.324 0.0640 -0.0787 -0.0114 0.38
H 5.735 -1.745 0.865 -0.0151 -0.0720 0.1022 0.33
H 4.304 1.196 1.918 -0.0807 -0.1604 0.0084 0.33
H 4.336 -0.553 2.254 0.0034 0.1244 -0.0684 0.38
H -1.040 2.332 1.578 -0.0987 0.0596 -0.0099 0.37
H 0.118 2.844 2.822 -0.0254 0.0619 0.0294 0.36
H -1.018 1.528 3.153 -0.1028 0.0274 0.0504 0.32
```
Forces are in eV/Å.

Summary:
HOMO level: -8.84 eV
HOMO-LUMO gap: 8.8 eV
LUMO: -0.02 eV
SMILES: Cc1nn(Cc2ccccc2Cl)c(Cl)c1/C=C/C(=O)OCC(=O)NC(N)=O

***

Entry 2:
C4H3LiOPb | the ωB97M-V functional and the def2-TZVPD basis

Geometry as XYZ:
```
10
Properties=species:S:1:pos:R:3:forces:R:3:mulliken_charge:R:1
H 1.868 -0.125 1.327 -0.4589 0.1049 -0.1484 0.25
O 1.074 1.619 0.492 3.2941 -0.6679 0.2311 -0.59
C 1.287 0.228 0.443 1.1251 -0.6561 -1.0867 -0.31
C -0.019 -0.548 0.352 -0.3827 -0.0712 -0.8098 -0.72
H 1.934 -0.019 -0.433 -0.2437 0.1175 0.3886 0.21
H 0.167 -1.629 0.483 -0.3284 0.3403 -0.1693 0.38
Pb -0.895 1.643 0.496 -4.4472 0.6895 -0.4077 0.44
Li -2.194 -0.772 0.535 0.4897 0.0328 -0.8922 0.21
C -2.132 0.106 -2.026 -0.3717 0.0964 0.5351 -0.51
C -1.089 -0.502 -1.669 1.3237 0.0138 2.3594 -0.34
```
Forces are in eV/Å.

Summary:
charge: -1
HOMO level (alpha / beta): -1.14 / -4.05 eV
HOMO-LUMO gap (alpha / beta): 3.8 / 6.9 eV
expectation value of S²: 0.77
LUMO (alpha / beta): 2.64 / 2.89 eV
2S+1: 2